# 1
The following is a DFT calculation (wB97M-V/def2-TZVPD) of C32H79AsF6N5O7 as an isolated structure at a distorted geometry.

Structure (XYZ):
```
130
Properties=species:S:1:pos:R:3:forces:R:3:mulliken_charge:R:1
H 10.8614 13.5663 19.1540 -0.4 0.0 -0.2 0.267
H 14.1490 14.5321 8.3944 0.0 -0.4 0.3 0.174
H 12.4323 14.9528 15.4490 0.1 -0.6 0.3 0.001
H 8.6065 9.3257 11.2851 -0.4 0.0 0.6 0.549
H 11.9197 14.6097 9.3630 0.3 0.1 -0.8 0.458
C 6.7715 12.2103 10.5110 -0.7 -0.8 -1.6 -1.254
C 6.0958 10.2590 12.0629 -0.6 -0.4 -0.8 -1.688
C 17.7890 13.4422 11.3780 0.8 -0.2 0.7 -1.335
H 13.3551 14.2411 14.3131 -0.1 0.4 0.3 0.678
H 11.7895 12.0746 19.0084 0.0 0.1 0.2 0.473
H 3.1986 9.7459 8.9673 0.0 0.0 0.1 0.392
H 16.9264 11.4104 10.3745 -0.1 -0.4 -0.1 0.230
H 4.6034 12.3736 10.6486 -0.2 -0.5 -0.2 0.347
H 13.4219 16.9395 15.2780 0.2 0.6 -0.4 0.527
H 11.8882 15.9943 12.8611 -0.2 0.3 -0.3 0.105
H 13.6502 10.0606 8.0415 0.0 0.5 -0.1 0.501
N 13.3545 14.9756 15.0204 -0.6 0.1 -0.1 -0.654
H 8.2869 14.2394 14.9403 -0.3 0.0 -0.2 0.184
H 14.5860 7.8777 7.6794 -0.2 0.3 -0.2 0.471
C 13.2251 14.3602 7.8476 -1.3 1.5 -0.7 -0.524
H 15.7171 13.4185 13.2034 -0.5 -0.3 -0.7 0.012
F 13.9521 13.1545 10.4803 0.0 0.1 0.5 -0.682
H 6.2757 9.8374 6.8489 0.4 -0.1 0.4 0.462
H 15.5259 4.5231 8.5773 0.6 0.2 0.1 0.446
C 17.2831 12.1802 12.1686 -2.5 2.1 -0.4 0.153
H 5.8038 12.0415 7.7958 0.4 -0.1 0.2 0.379
C 9.7710 11.7388 18.4744 -0.5 -0.1 1.7 1.275
C 15.3487 5.4895 8.0999 -1.0 -0.6 -0.4 -1.523
H 9.2729 9.5861 18.0925 -0.3 0.3 0.5 0.329
C 15.5074 11.6369 15.3212 -1.5 0.1 -0.8 -0.685
F 11.6757 14.0300 10.9282 0.6 -0.4 0.8 -0.611
C 13.3325 16.3003 14.3905 0.7 -1.0 1.5 -0.049
C 11.0017 12.6752 18.5455 0.1 -1.5 -1.5 -1.260
H 15.6202 12.1160 10.9326 0.0 0.2 0.6 -0.181
H 6.4106 10.5800 13.0558 0.5 0.3 -0.2 0.127
C 14.5519 10.1594 8.6439 0.6 -1.8 1.1 -0.168
H 12.3044 13.5952 17.1568 0.0 0.0 -0.5 0.491
H 15.4622 16.0828 13.7876 -0.1 0.1 0.2 0.322
H 15.8861 5.4864 10.5650 -0.3 -0.4 0.9 0.265
C 7.8666 13.6502 15.7546 -0.1 -0.5 0.1 -2.253
H 14.3559 5.2902 7.6785 -0.1 0.5 -0.2 0.315
H 7.0814 12.7856 11.3802 -0.2 0.2 -0.1 0.520
O 15.7568 11.4577 13.9344 1.3 0.0 0.3 -0.241
H 18.0523 11.5353 12.5896 0.2 -0.2 -0.6 0.393
H 4.2724 8.4076 9.4049 -0.1 0.0 0.0 0.386
O 10.8961 16.4921 14.6077 0.2 0.6 -0.4 -0.255
H 17.0630 13.0903 14.1030 0.3 -0.5 0.3 0.531
H 10.0186 14.5686 16.6726 0.1 0.0 0.3 0.491
H 13.2651 14.9946 6.9566 0.5 -0.4 -0.3 0.318
C 9.1941 11.6155 15.1563 0.3 0.2 0.4 -1.643
C 14.5111 16.4446 13.4098 -1.8 0.4 0.6 -1.349
H 10.4997 13.7001 15.2559 0.6 0.1 0.1 0.228
H 16.0464 5.6448 7.2770 0.0 0.0 0.0 0.344
H 7.0132 13.0523 15.4275 0.0 0.2 -0.3 0.491
H 13.3472 7.4834 8.8190 -0.1 -0.1 0.5 0.258
C 5.3479 10.1789 8.8377 -0.5 -0.4 -0.2 1.410
H 17.0057 13.8587 10.7461 -0.3 -0.2 0.2 0.253
H 10.0220 11.0439 20.5582 0.0 -0.1 -0.2 0.386
C 8.4023 10.3866 11.1512 0.6 0.4 -0.4 -2.161
O 6.9731 8.6421 9.5714 -0.4 -0.6 0.5 -0.518
C 11.7018 8.7836 11.2583 -3.0 0.2 0.5 -0.339
H 9.5525 17.7902 13.5527 0.4 0.2 0.2 0.354
H 7.5091 14.3311 16.5306 0.3 0.0 0.1 0.551
H 8.8405 16.5107 14.5367 0.2 0.1 0.3 0.255
H 9.1559 10.6637 10.4063 -0.4 0.4 -0.4 0.533
H 14.1832 15.8376 12.5640 0.5 0.3 -0.5 0.095
O 12.0625 14.9441 8.4513 0.2 -0.3 0.8 -0.616
H 12.1434 17.7209 13.5012 -0.5 0.0 -0.7 0.319
H 8.3191 11.2793 20.0216 0.2 -0.6 0.0 0.408
N 8.7184 12.3461 17.6360 0.6 0.6 0.6 0.290
H 8.6851 10.9845 12.0176 0.0 -0.3 0.3 -0.138
H 7.7724 8.5941 9.0361 0.0 0.3 0.0 0.325
H 14.4947 17.5222 13.2368 0.7 -0.1 -0.8 0.508
O 7.4357 11.7548 17.8662 0.3 0.0 -0.6 -0.522
H 5.2755 8.4693 7.3692 0.0 0.0 0.3 0.346
O 14.7220 8.9478 9.4257 -0.4 0.2 0.2 -0.076
C 9.6936 16.7667 13.9085 -0.2 -0.9 -0.1 -0.808
As 12.5975 12.5828 11.4162 -0.7 -2.3 0.0 2.115
O 12.6335 7.9150 11.8688 0.8 0.5 -0.8 -0.452
H 14.5153 10.9412 9.3932 -0.3 0.2 -0.3 -0.554
C 11.4248 12.9512 17.1088 0.1 0.5 0.4 -0.328
C 5.1821 11.6935 8.6222 -1.2 0.1 0.5 -1.171
H 6.0555 9.1669 12.0705 0.2 0.0 0.1 0.453
H 10.2196 11.2416 15.1594 -0.1 -0.4 0.4 0.089
H 14.2434 5.6725 10.6033 0.0 -0.1 -0.1 0.191
C 14.4055 7.7650 8.7624 1.0 0.3 -1.6 -0.837
H 9.1808 12.0527 14.1556 -0.6 0.1 0.0 0.122
C 4.1196 9.4839 9.4884 0.5 0.2 0.3 -1.580
N 6.5779 9.9904 9.5840 0.9 0.2 -1.2 0.369
C 8.9737 12.7114 16.2316 1.3 0.5 0.7 2.443
H 18.5844 13.1336 10.6945 0.1 0.0 0.0 0.378
F 13.1810 13.2948 12.8869 0.2 0.3 -0.8 -0.365
H 16.3966 6.9638 9.1526 -0.2 0.7 -0.2 0.254
H 5.2568 13.6030 9.6993 0.4 0.0 -0.4 0.420
C 9.3458 11.6518 19.9610 -1.8 0.3 -0.1 -1.937
N 15.1280 6.1609 10.5195 0.9 0.2 -1.3 -0.546
H 10.8066 8.1688 11.0803 -0.3 0.2 0.2 0.472
H 10.4148 10.2449 17.0240 0.2 0.1 0.1 0.379
H 8.4616 10.8184 15.2793 0.1 -0.1 -0.3 0.553
F 11.1876 12.1102 12.3583 0.3 -0.1 -0.7 -0.556
H 9.6363 16.0984 13.0434 0.0 0.1 -0.2 0.292
H 11.4042 9.5950 11.9268 0.2 -0.3 0.5 -0.123
H 4.0550 9.7044 10.5518 -0.3 0.1 -0.1 0.309
H 10.9296 9.9102 18.6726 -0.1 -0.1 0.1 0.418
H 4.6178 10.0274 6.8229 -0.4 -0.3 0.2 0.440
H 14.8935 12.5430 15.3464 0.2 0.2 0.9 0.163
H 5.0505 10.5603 11.9660 0.1 0.2 0.0 0.311
H 11.7146 11.9984 16.6634 0.2 0.1 -0.1 0.223
H 15.4734 10.2210 8.0603 -0.2 0.5 -0.5 0.441
N 16.3819 11.5165 11.2278 1.0 -1.3 -0.6 -0.241
H 13.0311 13.3344 7.5356 0.4 -0.2 0.3 0.212
C 6.9451 10.7002 10.8047 -0.5 -0.1 1.2 2.463
C 12.0120 16.6562 13.7234 0.5 0.0 0.5 -0.326
H 18.1857 14.2811 11.9598 0.1 -0.2 0.3 0.396
H 9.2189 12.6093 20.4746 0.5 0.3 -0.3 0.420
H 6.9217 12.5680 17.8153 -0.5 -0.3 0.3 0.356
C 5.3691 12.5328 9.8831 0.7 -0.1 1.4 -0.831
H 4.1581 11.8304 8.2601 -0.1 0.1 0.0 0.477
C 16.4080 12.5851 13.3776 0.8 0.5 0.4 -0.562
H 11.6991 9.3536 10.3209 2.1 -0.6 -0.5 0.105
C 10.1044 10.2914 18.0694 0.6 0.1 -1.0 -1.624
C 15.3569 6.6356 9.1017 -0.4 -0.6 2.0 0.324
C 10.2818 13.5687 16.3200 -0.7 -0.1 -0.9 -1.265
H 7.4078 12.3746 9.6373 0.7 0.4 0.5 0.411
C 5.3929 9.5487 7.4284 0.6 0.8 -0.7 -1.999
H 14.8692 10.8087 15.6333 0.0 -0.1 -0.1 0.264
H 16.3534 11.6617 16.0130 0.4 0.3 -0.4 0.336
F 12.0114 11.8046 9.9302 0.1 0.3 1.0 -0.592
F 13.4374 11.0787 11.9009 -0.8 1.6 -0.8 -0.443
H 12.2424 7.0456 11.7960 0.2 -0.1 0.0 0.339
```
Positions in Å, forces in eV/Å.

energy = -4902.02019 hartree
net charge = -1
molar mass = 834.92 g/mol
2S+1 = 1
HOMO-LUMO gap = 0.312 Eh


# 2
The following is a DFT calculation (wB97M-V/def2-TZVPD) of a 3-piece molecular cluster, C3H11NO3 overall at a distorted geometry.

Structure (XYZ):
```
18
Properties=species:S:1:pos:R:3:forces:R:3:nbo_charge:R:1
H -2.2050 -2.2318 -0.0861 -0.1 -2.6 1.1 0.450
C 2.3396 -1.1281 -0.5897 0.6 0.4 0.2 -0.631
H -1.6154 -0.9154 -0.0768 0.6 1.4 0.8 0.467
H 1.7383 -0.8706 -1.4795 0.2 -0.4 0.4 0.221
H -0.0214 1.5289 2.0606 0.7 -0.8 -1.0 0.142
C 2.1008 -0.0243 0.4846 -1.2 -0.2 0.6 -0.212
H 2.7946 0.0256 1.3557 -0.1 -0.3 -0.9 0.202
H -1.2327 1.9996 -1.4451 -1.0 0.9 0.2 0.462
H 2.1032 0.9437 -0.0376 0.2 -0.3 0.3 0.205
N 0.7131 -0.2367 1.0077 1.9 1.2 -0.1 -0.635
C -0.2328 0.6088 1.4316 -2.8 0.9 0.7 0.511
O -1.4507 0.3833 1.2626 2.2 0.2 0.5 -0.623
O -0.9462 1.9809 -2.3631 -1.9 2.5 0.4 -0.909
H 2.2378 -2.2172 -0.3372 -0.4 1.2 0.3 0.222
O -2.2852 -1.4176 -0.4998 -0.9 1.0 -2.2 -0.936
H 0.4470 -1.1660 0.9093 -1.0 -1.6 -0.4 0.391
H 3.3850 -1.0203 -0.8560 0.2 0.0 -0.4 0.224
H -0.4118 1.2698 -2.2184 2.8 -3.4 -0.6 0.448
```
Positions in Å, forces in eV/Å.

energy = -401.33859 hartree
molar mass = 109.12 g/mol
2S+1 = 1
ΔE to the lowest compared entry with this formula, charge and spin = 46.7 kcal per mole
structure (SMILES) = CCNC=O.O.O
HOMO-LUMO gap = 0.399 Eh


# 3
The following is a DFT calculation (wB97M-V/def2-TZVPD) of C17H18BFeN7O3S as an isolated structure at a distorted geometry.

Structure (XYZ):
```
48
Properties=species:S:1:pos:R:3:forces:R:3:mulliken_spin:R:1
H 0.8736 1.1735 -4.3368 -0.1 0.0 -0.1 0.000
H -0.8834 3.1221 0.4959 0.2 -0.3 -0.3 0.000
C 0.4835 -0.2119 6.1379 0.0 0.0 -0.4 0.001
S -0.0125 1.1144 2.3220 1.1 -1.1 -0.2 0.002
H -3.8339 -0.6524 -4.5185 -0.2 0.0 0.0 0.001
C 2.9930 -1.7511 -2.1891 -0.3 0.3 -0.1 0.005
O -1.4068 1.4951 2.2789 0.4 0.0 -0.1 -0.001
Fe -0.9049 -0.3742 -0.5261 6.3 4.7 3.6 3.797
H 3.8619 -2.3661 -2.2420 0.4 -0.2 -0.1 0.001
C 0.6314 3.2681 -2.4235 -0.5 -0.3 0.6 0.002
C 2.0381 -1.7521 -1.1621 -0.2 0.8 -0.9 0.000
H -2.4668 -2.1545 -0.6938 -0.1 -0.3 0.3 0.039
C 0.7258 -1.3297 2.0426 -0.1 0.0 -1.5 0.004
N -0.9228 0.1680 -3.3256 -1.4 -1.1 1.0 0.032
C 0.8885 -1.5251 5.8468 -0.1 0.3 0.0 0.000
N 0.2752 -0.2131 1.3530 -0.2 -0.3 -0.1 0.063
N 1.4129 -0.2783 -2.6617 -0.2 -0.7 0.9 -0.011
H 0.2133 4.9923 -1.1241 0.0 0.5 0.1 0.000
O 1.0084 -2.4278 1.5229 -0.6 1.5 0.9 0.010
C -2.8436 -0.6437 -2.5419 1.5 0.2 -0.6 0.019
H -3.5724 -1.0179 -1.8240 0.3 0.2 -0.4 0.001
H 2.0249 -2.3139 -0.2387 -0.2 0.1 -0.2 0.000
H -1.4111 0.3970 -5.3091 -0.1 0.0 -0.4 0.003
C -1.7562 -1.7834 0.0285 -2.8 -3.4 3.1 -0.214
C -2.9701 -0.4520 -3.9158 -0.6 -0.1 0.5 0.013
H 2.9674 -0.4679 -4.0473 0.1 0.0 -0.1 0.000
N 1.0679 -0.8648 -1.4538 0.7 0.0 -0.7 0.073
H 1.0973 3.5997 -3.3345 0.1 0.1 0.0 0.000
N 0.3689 1.9624 -2.2579 -0.5 -0.2 1.1 -0.004
C -0.3923 2.9696 -0.4604 0.5 -0.4 -1.1 -0.005
C 2.5621 -0.8046 -3.1113 -0.3 -0.3 0.7 0.002
B 0.4946 0.7949 -3.2703 0.2 0.0 1.2 -0.035
O 1.0002 2.1284 2.1325 -0.7 -0.2 0.0 -0.001
N -1.5574 -0.3271 -2.1497 -3.0 0.8 -8.2 0.029
H -2.1664 0.3167 0.0847 0.0 -0.5 0.2 0.004
H -0.9035 -2.4609 0.1991 0.3 0.2 -0.5 0.048
C 0.3557 0.2324 3.7914 -0.2 0.1 1.0 0.005
C 0.7691 -1.0494 3.4896 -0.2 -0.2 1.2 0.004
C 0.2083 0.6842 5.0966 0.1 -0.3 0.1 0.000
H -0.1209 1.7008 5.2896 0.0 -0.1 0.0 0.000
C 0.1653 3.9452 -1.3061 0.0 -0.4 -0.1 0.002
H -2.1627 -1.6397 1.0381 -0.4 -0.4 -0.4 0.039
C -1.7630 0.0627 -4.3545 0.7 0.2 1.0 0.043
H 0.3747 0.1055 7.1755 0.0 -0.1 -0.3 0.000
N -0.2420 1.7536 -1.0231 -0.1 0.7 -0.5 0.028
H 1.3189 -2.9633 4.2807 0.0 0.1 0.1 0.000
H 1.0855 -2.2138 6.6698 0.0 0.2 -0.3 0.000
C 1.0265 -1.9477 4.5260 0.1 0.1 -0.1 0.000
```
Positions in Å, forces in eV/Å.

energy = -2954.31394 hartree
⟨S²⟩ = 6.06
molar mass = 467.10 g/mol
2S+1 = 5
HOMO-LUMO gap (alpha / beta) = 0.290 / 0.289 Eh


# 4
The following is a DFT calculation (wB97M-V/def2-TZVPD) of one molecule with the formula C6H8 at a distorted geometry.

Structure (XYZ):
```
14
Properties=species:S:1:pos:R:3:forces:R:3:nbo_charge:R:1
H -1.7345 -0.5857 -1.1516 -0.2 -0.1 0.2 0.210
H -1.1036 2.0430 -0.1855 -0.3 0.1 -0.8 0.212
H -2.0792 -0.3289 0.5831 0.0 0.3 -0.1 0.212
H -0.0240 -2.0548 0.4003 -0.4 0.2 -0.1 0.225
C -0.6496 1.0940 -0.4400 -0.3 0.3 -0.9 -0.173
H 1.8337 -0.9689 -1.0543 0.0 0.1 0.8 0.234
C -1.3158 -0.2521 -0.1933 -0.2 0.1 0.0 -0.436
H 1.1786 1.6771 -1.4385 0.1 0.0 0.4 0.216
H 0.7245 -0.7158 2.1379 1.8 -1.2 -0.1 0.221
C 1.1035 -0.4022 -0.4656 0.1 0.1 0.4 -0.228
C 0.7617 -0.2419 1.1656 0.7 -0.5 0.2 -0.439
C 0.5915 0.9197 -0.9308 -0.2 0.2 0.2 -0.225
H 0.8005 0.8028 1.3761 -0.8 0.4 -0.4 0.218
C -0.0874 -0.9862 0.1967 -0.4 -0.1 0.0 -0.246
```
Positions in Å, forces in eV/Å.

energy = -233.29283 hartree
molar mass = 80.13 g/mol
2S+1 = 1
ΔE to the lowest compared entry with this formula, charge and spin = 59.1 kcal per mole
structure (SMILES) = C1=C[C@H]2C[C@H]2C1
HOMO-LUMO gap = 0.361 Eh